Record 1
ORCA calculation (wB97M-V/def2-TZVPD) on a structure of composition C31H31LaN8O3S3 in a non-equilibrium geometry.

```
77
Properties=species:S:1:pos:R:3
La -0.66 -0.65 0.58
C -4.55 0.97 -3.59
S -3.93 -0.70 -3.83
C -3.08 -0.85 -2.31
S -1.53 -0.23 -2.03
N -3.67 -1.45 -1.34
N -2.92 -1.52 -0.13
C -3.68 -2.25 0.63
C -3.26 -2.49 1.97
C -3.99 -3.24 2.88
C -3.46 -3.37 4.16
C -2.25 -2.74 4.46
C -1.62 -2.01 3.46
N -2.11 -1.88 2.22
H -5.20 1.24 -4.43
H -3.72 1.69 -3.56
H -5.13 1.04 -2.67
H -4.64 -2.68 0.29
H -4.93 -3.71 2.61
H -3.99 -3.94 4.92
H -1.81 -2.81 5.45
H -0.68 -1.51 3.64
O 1.27 1.90 4.11
C 0.92 1.06 3.29
N 0.06 1.04 2.25
C -0.56 2.24 2.08
O -0.40 3.27 2.75
C -1.57 2.45 0.95
C -2.16 3.71 0.85
C -3.10 3.97 -0.16
C -3.44 2.96 -1.04
C -2.82 1.73 -0.88
N -1.91 1.46 0.08
C 1.52 -0.26 3.38
C 2.46 -0.64 4.32
C 2.92 -1.95 4.27
C 2.43 -2.80 3.28
C 1.49 -2.30 2.39
N 1.02 -1.03 2.42
H -1.89 4.50 1.54
H -3.55 4.95 -0.23
H -4.16 3.11 -1.83
H -3.04 0.90 -1.53
H 2.80 0.07 5.07
H 3.66 -2.30 4.98
H 2.77 -3.82 3.20
H 1.08 -2.91 1.60
C 3.21 2.53 0.44
C 3.65 1.80 -0.82
C 3.78 0.29 -0.64
N 2.49 -0.34 -0.36
C 2.21 -1.64 -0.64
S 1.45 -2.57 0.52
N 2.53 -2.20 -1.84
C 2.91 -1.69 -3.08
O 3.70 -2.31 -3.79
C 2.33 -0.41 -3.57
C 1.04 0.00 -3.21
C 0.52 1.19 -3.72
C 1.28 1.97 -4.60
C 2.56 1.55 -4.97
C 3.08 0.36 -4.47
H 3.20 3.61 0.27
H 3.88 2.32 1.27
H 2.19 2.23 0.73
H 4.63 2.20 -1.12
H 2.95 2.03 -1.63
H 4.42 0.07 0.22
H 4.26 -0.16 -1.51
H 2.11 -0.08 0.54
H 2.66 -3.20 -1.79
H 0.42 -0.60 -2.55
H -0.48 1.52 -3.44
H 0.88 2.90 -5.00
H 3.14 2.15 -5.67
H 4.07 0.03 -4.78
H -0.08 -1.75 -1.32
```

Summary:
LUMO (alpha / beta) = -1.226 / -1.227 eV
DFT total energy = -3089.498192 Ha
energy above the lowest of the compared OMol25 structures with the same formula, charge and spin = 164.77 kcal per mole
charge = 0
Kohn-Sham gap (alpha / beta) = 0.1740 / 0.1739 hartree
F_max = 0.2764 Eh/bohr

The molecule's Mulliken atomic charges, reported in e, are given here: number 1, La, carries 0.87; number 2, C, carries -0.73; number 3, S, carries -0.16; number 4, C, carries 0.01; number 5, S, carries -0.29; number 6, N, carries -1.14; number 7, N, carries 1.04; number 8, C, carries -0.61; number 9, C, carries 0.61; number 10, C, carries -0.98; number 11, C, carries -0.27; number 12, C, carries -1.18; number 13, C, carries 0.19; number 14, N, carries 0.29; number 15, H, carries 0.39; number 16, H, carries 0.15; number 17, H, carries 0.27; number 18, H, carries 0.29; number 19, H, carries 0.46; number 20, H, carries 0.43; number 21, H, carries 0.49; number 22, H, carries 0.30; number 23, O, carries -0.69; number 24, C, carries -0.57; number 25, N, carries 0.37; number 26, C, carries 0.06; number 27, O, carries -0.69; number 28, C, carries 0.36; number 29, C, carries -0.67; number 30, C, carries -0.62; number 31, C, carries -0.91; number 32, C, carries 1.82; number 33, N, carries 0.39; number 34, C, carries 0.44; number 35, C, carries -0.99; number 36, C, carries -0.42; number 37, C, carries -1.51; number 38, C, carries 0.67; number 39, N, carries 0.92; number 40, H, carries 0.51; number 41, H, carries 0.41; number 42, H, carries 0.41; number 43, H, carries -1.30; number 44, H, carries 0.60; number 45, H, carries 0.46; number 46, H, carries 0.53; number 47, H, carries 0.37; number 48, C, carries -1.26; number 49, C, carries -0.03; number 50, C, carries -1.02; number 51, N, carries 0.78; number 52, C, carries -0.46; number 53, S, carries -0.28; number 54, N, carries 0.16; number 55, C, carries -0.17; number 56, O, carries -0.64; number 57, C, carries -0.04; number 58, C, carries 1.19; number 59, C, carries -0.82; number 60, C, carries -0.64; number 61, C, carries -0.67; number 62, C, carries -0.69; number 63, H, carries 0.46; number 64, H, carries 0.31; number 65, H, carries 0.13; number 66, H, carries 0.33; number 67, H, carries 0.02; number 68, H, carries 0.50; number 69, H, carries 0.60; number 70, H, carries -0.58; number 71, H, carries 0.30; number 72, H, carries 0.47; number 73, H, carries 0.44; number 74, H, carries 0.40; number 75, H, carries 0.38; number 76, H, carries 0.45; number 77, H, carries -0.05

=====

Record 2
ORCA calculation (wB97M-V/def2-TZVPD) on a structure of composition C31H31N3O6SSiSn.

```
74
Properties=species:S:1:pos:R:3
Sn 0.20 0.02 0.56
O -2.53 3.31 5.44
C -1.92 2.63 4.43
C -0.60 2.22 4.52
C -0.04 1.53 3.46
N -0.75 1.26 2.36
C -2.03 1.63 2.29
C -2.66 2.32 3.30
C -2.78 1.19 1.02
O -3.97 1.50 0.95
O -2.08 0.53 0.20
C 1.40 1.00 3.53
O 2.02 1.24 4.57
O 1.75 0.36 2.50
H -1.88 3.44 6.14
H 0.02 2.41 5.39
H -3.70 2.59 3.19
C -0.74 -1.68 1.78
Si -1.01 -3.17 0.81
C -1.71 -2.67 -0.88
N -0.85 -1.67 -1.52
C 0.35 -2.28 -2.13
C 0.53 -1.89 -3.59
C -0.73 -2.13 -4.42
C -1.98 -1.53 -3.72
C -1.58 -0.79 -2.44
C 0.58 -4.17 0.61
C 1.80 -3.61 1.02
C 2.99 -4.32 0.90
C 2.98 -5.60 0.36
C 1.79 -6.17 -0.05
C 0.60 -5.46 0.07
C -2.31 -4.38 1.53
C -1.96 -5.51 2.28
C -2.92 -6.27 2.93
C -4.26 -5.92 2.85
C -4.63 -4.80 2.12
C -3.67 -4.05 1.47
H -0.18 -1.83 2.71
H -1.71 -1.25 2.02
H -2.67 -2.20 -0.67
H -1.91 -3.54 -1.53
H 0.28 -3.37 -2.06
H 1.24 -1.97 -1.57
H 1.37 -2.47 -4.00
H 0.83 -0.84 -3.65
H -0.87 -3.20 -4.57
H -0.60 -1.68 -5.41
H -2.68 -2.32 -3.47
H -2.51 -0.84 -4.39
H -2.44 -0.39 -1.91
H -0.94 0.07 -2.67
H 1.82 -2.61 1.44
H 3.92 -3.86 1.22
H 3.91 -6.15 0.27
H 1.78 -7.16 -0.48
H -0.32 -5.91 -0.26
H -0.92 -5.79 2.36
H -2.62 -7.14 3.51
H -5.01 -6.51 3.37
H -5.68 -4.51 2.06
H -3.98 -3.16 0.92
O 2.40 0.76 -2.33
N 2.20 1.52 -3.36
C 2.98 1.33 -4.45
C 2.81 2.02 -5.63
C 1.79 2.98 -5.69
C 1.03 3.19 -4.57
C 1.21 2.49 -3.34
S 0.28 2.79 -1.95
H 3.73 0.57 -4.30
H 3.46 1.81 -6.47
H 1.60 3.53 -6.60
H 0.23 3.92 -4.57
```

Summary:
LUMO = 4.229 eV
DFT total energy = -2717.714994 Ha
charge = -2
Kohn-Sham gap = 0.2052 hartree
F_max = 0.0082 Eh/bohr

The molecule's Mulliken atomic charges, reported in e, are given here: number 1, Sn, carries 0.51; number 2, O, carries -0.57; number 3, C, carries 1.25; number 4, C, carries -0.54; number 5, C, carries -0.24; number 6, N, carries 0.01; number 7, C, carries 0.21; number 8, C, carries -0.71; number 9, C, carries 0.02; number 10, O, carries -0.80; number 11, O, carries -0.02; number 12, C, carries 0.20; number 13, O, carries -0.80; number 14, O, carries -0.61; number 15, H, carries 0.28; number 16, H, carries 0.43; number 17, H, carries 0.53; number 18, C, carries -1.49; number 19, Si, carries -0.43; number 20, C, carries -0.93; number 21, N, carries 0.91; number 22, C, carries -0.35; number 23, C, carries -0.38; number 24, C, carries -0.78; number 25, C, carries -0.74; number 26, C, carries -0.70; number 27, C, carries 0.34; number 28, C, carries -0.43; number 29, C, carries -0.76; number 30, C, carries -0.46; number 31, C, carries -0.74; number 32, C, carries 0.30; number 33, C, carries 0.51; number 34, C, carries -0.22; number 35, C, carries -0.66; number 36, C, carries -0.35; number 37, C, carries -0.68; number 38, C, carries -0.40; number 39, H, carries 0.60; number 40, H, carries 0.62; number 41, H, carries 0.64; number 42, H, carries 0.24; number 43, H, carries 0.18; number 44, H, carries 0.05; number 45, H, carries 0.61; number 46, H, carries -0.30; number 47, H, carries 0.30; number 48, H, carries 0.42; number 49, H, carries 0.23; number 50, H, carries 0.46; number 51, H, carries 0.48; number 52, H, carries -0.02; number 53, H, carries 0.35; number 54, H, carries 0.43; number 55, H, carries 0.34; number 56, H, carries 0.38; number 57, H, carries 0.42; number 58, H, carries 0.31; number 59, H, carries 0.37; number 60, H, carries 0.34; number 61, H, carries 0.39; number 62, H, carries 0.29; number 63, O, carries -0.60; number 64, N, carries 0.41; number 65, C, carries -0.16; number 66, C, carries -0.77; number 67, C, carries -0.07; number 68, C, carries -0.83; number 69, C, carries 0.12; number 70, S, carries -0.34; number 71, H, carries 0.39; number 72, H, carries 0.36; number 73, H, carries 0.33; number 74, H, carries 0.33

=====

Record 3
ORCA calculation (wB97M-V/def2-TZVPD) on a cluster of 2 separate species, C31H31NO2 in total in a non-equilibrium geometry.

```
65
Properties=species:S:1:pos:R:3
C -6.77 -0.11 -0.70
C -5.68 0.23 -1.50
C -4.38 0.06 -1.02
C -4.13 -0.48 0.27
C -2.75 -0.66 0.73
C -1.73 0.17 0.31
C -0.37 0.02 0.70
C 0.58 1.02 0.33
C 1.94 1.01 0.83
C 2.74 -0.15 0.68
C 4.04 -0.20 1.20
C 4.56 0.91 1.88
C 3.80 2.07 2.01
C 2.52 2.14 1.45
C -0.06 -1.13 1.51
C -1.00 -2.03 1.94
C -0.61 -3.25 2.67
C 0.64 -3.86 2.41
C 1.03 -5.02 3.08
C 0.21 -5.59 4.05
C -1.03 -4.99 4.34
C -1.43 -3.85 3.65
C -2.43 -1.76 1.68
O -3.33 -2.42 2.23
C -5.26 -0.81 1.06
C -6.56 -0.62 0.59
H -7.79 0.02 -1.07
H -5.83 0.62 -2.50
H -3.52 0.32 -1.65
H -1.98 1.04 -0.32
H 0.13 1.99 0.07
H 2.33 -1.01 0.15
H 4.63 -1.11 1.08
H 5.56 0.86 2.31
H 4.20 2.94 2.54
H 1.93 3.06 1.52
H 0.97 -1.26 1.84
H 1.29 -3.43 1.64
H 1.99 -5.49 2.83
H 0.52 -6.49 4.59
H -1.68 -5.41 5.10
H -2.41 -3.42 3.85
H -5.10 -1.24 2.04
H -7.40 -0.89 1.23
C 3.20 4.64 -0.99
O 2.71 3.39 -1.44
C 2.58 3.35 -2.85
C 2.18 1.92 -3.19
C 1.64 1.71 -4.61
C 0.56 0.63 -4.45
C 0.21 0.60 -2.93
N 1.14 1.49 -2.32
H 3.44 4.50 0.07
H 4.10 4.97 -1.54
H 2.43 5.43 -1.08
H 1.79 4.04 -3.19
H 3.54 3.58 -3.36
H 3.09 1.30 -3.06
H 1.20 2.65 -4.97
H 2.44 1.43 -5.30
H -0.32 0.85 -5.06
H 0.96 -0.34 -4.75
H -0.83 0.93 -2.77
H 0.27 -0.43 -2.53
H 1.29 1.58 -1.33
```

Summary:
LUMO = -1.365 eV
SMILES = O=C1C(c2ccccc2)=CC(=Cc2ccccc2)C=C1c1ccccc1.COC[C@@H]1CCCN1
DFT total energy = -1405.042639 Ha
energy above the lowest of the compared OMol25 structures with the same formula, charge and spin = 10.34 kcal per mole
charge = 0
Kohn-Sham gap = 0.2387 hartree
F_max = 0.0851 Eh/bohr

The molecule's Mulliken atomic charges, reported in e, are given here: number 1, C, carries -0.31; number 2, C, carries -0.76; number 3, C, carries -0.25; number 4, C, carries 0.24; number 5, C, carries 0.14; number 6, C, carries -1.17; number 7, C, carries 0.92; number 8, C, carries -1.67; number 9, C, carries 1.18; number 10, C, carries -0.40; number 11, C, carries -0.92; number 12, C, carries -0.41; number 13, C, carries -0.73; number 14, C, carries -0.37; number 15, C, carries -0.90; number 16, C, carries 0.07; number 17, C, carries 0.18; number 18, C, carries -0.41; number 19, C, carries -0.72; number 20, C, carries -0.32; number 21, C, carries -0.67; number 22, C, carries -0.22; number 23, C, carries 0.62; number 24, O, carries -0.76; number 25, C, carries -0.27; number 26, C, carries -0.67; number 27, H, carries 0.36; number 28, H, carries 0.37; number 29, H, carries 0.45; number 30, H, carries 0.66; number 31, H, carries 0.50; number 32, H, carries 0.69; number 33, H, carries 0.40; number 34, H, carries 0.40; number 35, H, carries 0.43; number 36, H, carries 0.54; number 37, H, carries 1.08; number 38, H, carries 0.43; number 39, H, carries 0.36; number 40, H, carries 0.37; number 41, H, carries 0.37; number 42, H, carries 0.40; number 43, H, carries 0.40; number 44, H, carries 0.37; number 45, C, carries -0.81; number 46, O, carries -0.14; number 47, C, carries -1.00; number 48, C, carries 0.15; number 49, C, carries -0.74; number 50, C, carries -0.57; number 51, C, carries -0.23; number 52, N, carries 0.05; number 53, H, carries 0.20; number 54, H, carries 0.32; number 55, H, carries 0.33; number 56, H, carries 0.36; number 57, H, carries 0.39; number 58, H, carries 0.25; number 59, H, carries 0.34; number 60, H, carries 0.35; number 61, H, carries 0.32; number 62, H, carries 0.26; number 63, H, carries 0.01; number 64, H, carries 0.20; number 65, H, carries 0.01